Entry 1:
16
Properties=species:S:1:pos:R:3:nbo_charge:R:1 method="wB97M-V/def2-TZVPD" total_energy_ev=-6371.854 e_above_lowest_kj_mol=274.5 s_squared=0.765 total_charge=+1 gap_ev="10.7 / 6.2" spin_multiplicity=2
C 1.27102 0.05886 0.08777 -0.671
C -0.22660 -0.36916 0.28363 0.124
C -0.81141 -0.36079 -0.89637 0.113
C 0.05207 -0.25087 -2.22447 -0.672
C -0.76197 0.67035 2.36507 -0.199
C -0.65343 -0.42384 1.57975 -0.266
H 1.72790 -0.02509 1.12811 0.252
H 1.49687 1.27516 -0.17066 0.294
H 1.85006 -0.49939 -0.65582 0.269
H -1.85654 -0.43523 -1.13121 0.238
H -0.32251 0.74001 -2.68151 0.273
H -0.25934 -1.01834 -2.91438 0.270
H 1.06466 -0.36052 -2.25722 0.232
H -1.00499 1.63792 1.99173 0.213
H -0.81673 0.75596 3.54026 0.251
H -0.74906 -1.39504 1.95530 0.281

***

Entry 2:
22
Properties=species:S:1:pos:R:3:nbo_charge:R:1 method="wB97M-V/def2-TZVPD" total_energy_ev=-14713.482 e_above_lowest_kj_mol=568.1 total_charge=0 gap_ev="8.3 / 8.3"
C 0.93057 -0.02336 -0.10146 0.454
C 1.01151 0.13195 -2.87324 -0.634
C -2.29010 -1.58982 1.50215 -0.731
C -1.94292 0.95031 1.36339 -0.711
C 1.68892 0.08864 -1.48961 0.345
C -1.37127 -0.44874 1.47833 0.441
N 2.92817 0.75544 -1.44039 -0.849
O 1.39716 0.65458 0.95237 -0.700
O 1.58792 -1.10888 -0.61300 -0.514
F -0.46019 -0.41902 2.53841 -0.394
H 1.01948 1.12100 -3.24653 0.221
H 0.08555 -0.25099 -2.56188 0.225
H 1.43706 -0.64688 -3.64587 0.223
H -2.16443 -2.06345 2.52334 0.239
H -3.38525 -1.21645 1.41570 0.224
H -2.05508 -2.40357 0.79274 0.241
H -2.03737 1.34775 0.27652 0.229
H -2.89058 0.97369 1.77952 0.202
H -1.40185 1.77113 1.90709 0.239
H 3.57389 0.64695 -0.68936 0.387
H 2.68276 1.70274 -1.53678 0.366
H 1.65605 0.02696 1.66856 0.495

***

Entry 3:
57
Properties=species:S:1:pos:R:3:lowdin_charge:R:1 method="wB97M-V/def2-TZVPD" total_energy_ev=-52452.647 total_charge=+2 gap_ev=6.3
Sn -0.92153 -2.16832 1.82570 1.374
N -5.64528 -6.38360 -1.56097 0.107
C -5.88653 -5.18096 -1.02358 -0.806
S -7.36563 -4.48139 -1.03230 0.789
C -4.70599 -4.48338 -0.39971 -0.163
C -4.89922 -3.24825 0.22069 -0.005
C -3.83802 -2.59194 0.78977 -0.089
N -2.59437 -3.10704 0.77297 -0.106
C -2.38889 -4.30189 0.19597 -0.083
C -3.41332 -5.00598 -0.39846 0.036
H -6.41660 -6.87781 -1.98199 0.117
H -4.75262 -6.84132 -1.55277 0.097
H -5.89327 -2.82360 0.25092 0.087
H -3.97318 -1.63778 1.28164 0.117
H -1.38665 -4.70829 0.24300 0.127
H -3.16155 -5.95774 -0.84087 0.123
O -0.52005 -3.43631 3.05024 -0.516
N -1.57915 -0.35584 0.90973 0.117
C -1.83371 0.72581 0.59031 -0.015
C -2.13598 2.04555 0.20582 -0.200
C -3.12454 2.74418 0.91820 -0.002
C -3.40692 4.04076 0.54920 -0.033
C -2.71391 4.62638 -0.50833 -0.010
C -1.73294 3.92881 -1.20461 -0.023
C -1.42936 2.62833 -0.85523 0.003
H -3.64943 2.27321 1.73855 0.128
H -4.16355 4.59994 1.08091 0.125
H -2.94228 5.64561 -0.79048 0.127
H -1.20120 4.40301 -2.01704 0.126
H -0.65629 2.07775 -1.37229 0.105
C 3.90895 3.99663 -1.63149 -0.057
C 3.88685 2.56247 -2.13494 -0.177
N 3.81402 1.58006 -1.04081 -0.038
C 5.02043 0.79731 -0.75718 -0.191
C 6.14249 1.62697 -0.15454 -0.059
C 2.62143 1.38710 -0.47386 -0.413
O 1.57958 1.93217 -0.83943 0.045
C 2.48081 0.44783 0.70116 -0.078
C 3.19738 0.49511 1.89127 0.052
C 2.84512 -0.34734 2.93958 0.016
C 1.76192 -1.18743 2.79684 -0.082
N 1.04298 -1.19131 1.65659 -0.089
C 1.40514 -0.41272 0.63102 -0.060
H 3.98176 4.68238 -2.47495 0.087
H 4.76196 4.17452 -0.97716 0.073
H 2.99476 4.22539 -1.08541 0.073
H 4.78641 2.33274 -2.70467 0.125
H 3.02848 2.40242 -2.78664 0.123
H 5.34837 0.35539 -1.70047 0.131
H 4.75851 -0.03509 -0.10680 0.110
H 6.48717 2.39173 -0.84973 0.079
H 6.99230 0.98689 0.08007 0.088
H 5.82443 2.12822 0.76117 0.074
H 4.02061 1.18895 2.00525 0.132
H 3.39393 -0.34483 3.87022 0.134
H 1.44085 -1.87707 3.56862 0.118
H 0.80533 -0.44638 -0.26869 0.129

***

Entry 4:
94
Properties=species:S:1:pos:R:3:lowdin_charge:R:1 method="wB97M-V/def2-TZVPD" total_energy_ev=-68166.945 e_above_lowest_kj_mol=324.0 total_charge=+1 gap_ev=5.9
Os -0.13418 1.05774 -0.22773 1.210
C 0.78816 3.28671 -3.62317 -0.154
Si -0.59879 2.22111 -3.02407 0.657
C 1.66242 0.42488 -1.15818 -0.266
C -1.28653 1.16261 -4.37478 -0.154
N -1.31609 2.26659 -1.56546 -0.237
C -2.50825 2.83907 -1.11958 -0.288
C -3.19531 3.82644 -1.81870 -0.037
C -4.35351 4.38971 -1.30631 -0.084
C -4.84378 3.96944 -0.08062 -0.075
C -4.18357 2.97563 0.63119 0.004
C -3.03240 2.42331 0.10427 -0.191
O -2.30703 1.39383 0.70873 -0.111
C -2.64531 1.11865 2.04535 -0.300
C -2.00515 1.80567 3.05685 -0.005
C -2.34232 1.51639 4.37070 -0.056
C -3.31141 0.56379 4.65126 -0.074
C -3.94485 -0.11097 3.61719 -0.063
C -3.61198 0.16577 2.29915 -0.015
H 1.71312 2.71527 -3.74222 0.045
H 0.97852 4.14041 -2.97686 0.011
H 0.50557 3.65018 -4.61535 0.050
H 2.07747 1.05988 -1.94012 0.031
H 1.29800 -1.61832 -0.96267 0.088
H 2.43238 0.31251 -0.38705 0.078
H -0.49071 0.78456 -5.00948 0.013
H -1.92152 1.79938 -5.00103 0.047
H -1.89438 0.34056 -3.99919 0.041
H -2.80083 4.17155 -2.77005 0.105
H -4.86389 5.16384 -1.86270 0.107
H -5.73927 4.41233 0.33233 0.108
H -4.56651 2.63815 1.58345 0.121
H -1.24935 2.54186 2.81348 0.127
H -1.84704 2.04153 5.17659 0.112
H -3.57332 0.34735 5.67822 0.106
H -4.70113 -0.85339 3.83475 0.109
H -4.08685 -0.34918 1.47415 0.131
C 3.63686 5.15068 -0.11257 -0.075
C 3.84727 4.51727 1.10658 -0.069
C 3.04468 3.46471 1.50769 -0.014
C 2.00842 3.03949 0.67485 -0.223
C 1.77697 3.69151 -0.52777 -0.055
C 2.59581 4.73681 -0.92684 -0.074
N 1.15462 1.93762 1.03246 -0.148
N 1.41535 1.46780 2.17970 0.102
C 0.74312 0.29137 2.41795 -0.312
C 0.84048 -0.32548 3.66776 -0.021
C 0.13624 -1.49119 3.88009 -0.085
C -0.63695 -2.02040 2.84194 -0.088
C -0.69246 -1.40545 1.60230 -0.131
C 0.00230 -0.21933 1.33857 -0.257
H 4.27616 5.96813 -0.41790 0.107
H 4.64992 4.84586 1.75339 0.109
H 3.21444 2.96677 2.44865 0.105
H 0.93198 3.36925 -1.11947 0.034
H 2.41900 5.23538 -1.87170 0.098
H 1.44799 0.12592 4.44177 0.114
H 0.16654 -1.98497 4.84249 0.101
H -1.20743 -2.92594 3.01455 0.109
H -1.29327 -1.86935 0.82560 0.095
N 1.50098 -0.93508 -1.70230 0.044
C 1.31085 -1.35485 -2.91154 -0.137
C 2.10962 -0.80147 -4.01950 -0.150
C 3.35434 -0.21953 -3.73773 -0.019
C 4.15532 0.25872 -4.75896 -0.055
C 3.73267 0.16393 -6.07841 -0.058
C 2.50805 -0.41776 -6.37309 -0.057
C 1.70161 -0.89439 -5.35305 -0.051
C 0.36831 -2.46227 -3.09032 -0.144
C 0.47915 -3.39480 -4.12717 -0.025
C -0.47513 -4.38413 -4.27640 -0.055
C -1.54588 -4.46243 -3.39356 -0.055
C -1.64652 -3.56460 -2.34112 -0.051
C -0.69233 -2.57456 -2.18438 -0.013
H 3.70491 -0.17690 -2.71716 0.118
H 5.12186 0.68558 -4.52705 0.113
H 4.36203 0.53366 -6.87692 0.113
H 2.18163 -0.50534 -7.40075 0.113
H 0.74554 -1.33630 -5.59656 0.112
H 1.33390 -3.37212 -4.78958 0.118
H -0.37636 -5.10885 -5.07318 0.112
H -2.29836 -5.22846 -3.52614 0.112
H -2.46868 -3.63243 -1.64167 0.113
H -0.77368 -1.87246 -1.36371 0.089
N 2.12078 -5.36293 2.62292 0.013
C 2.65958 -4.20856 1.91501 -0.148
C 1.60388 -3.62774 0.99075 -0.507
O 0.60422 -4.45056 0.70561 0.122
O 1.66983 -2.51231 0.53675 0.070
H 2.84070 -6.02393 2.87793 0.089
H 0.76561 -5.25973 1.24200 0.105
H 1.64508 -5.08402 3.47218 0.091
H 3.47480 -4.53461 1.26594 0.137
H 3.04239 -3.40312 2.54340 0.129

***

Entry 5:
53
Properties=species:S:1:pos:R:3:nbo_charge:R:1 method="wB97M-V/def2-TZVPD" total_energy_ev=-53372.822 e_above_lowest_kj_mol=0.0 s_squared=2.026 total_charge=0 gap_ev="5.6 / 7.0" spin_multiplicity=3
Mo -0.51220 -0.34321 0.14574 0.567
P -1.34093 0.69399 -1.81849 1.087
P 1.15183 -0.51064 2.02875 1.079
N 0.49686 -1.47929 -0.82070 -0.528
H -1.24147 2.23641 0.52839 0.087
C -0.37870 2.03758 -2.54966 -0.950
H -0.97548 2.54180 -3.32345 0.236
H 0.52977 1.61949 -3.00119 0.250
H -0.08381 2.75242 -1.77371 0.274
C -3.02957 1.34394 -1.59252 -0.947
H -3.35568 1.83150 -2.52127 0.230
H -3.04443 2.06379 -0.76493 0.267
H -3.71399 0.52381 -1.33957 0.251
C -1.51411 -0.53370 -3.15714 -0.937
H -2.12172 -0.10963 -3.96894 0.232
H -1.99556 -1.44237 -2.77609 0.253
H -0.52247 -0.79996 -3.54457 0.254
C 2.73405 0.37102 2.20913 -0.937
H 3.28359 0.02232 3.09479 0.225
H 2.53737 1.44646 2.28109 0.293
H 3.33132 0.18943 1.30716 0.241
C 0.27416 -0.26234 3.61356 -0.950
H 0.96829 -0.42395 4.44897 0.227
H -0.57433 -0.95406 3.69113 0.241
H -0.11268 0.76451 3.63298 0.270
C 1.68165 -2.27066 2.10265 -0.952
H 2.21032 -2.46481 3.04659 0.224
H 2.35467 -2.48359 1.26229 0.244
H 0.81456 -2.93722 2.02331 0.240
C 1.13434 -2.45988 -1.55075 0.086
C 2.90891 -3.12420 -3.09284 -0.219
C 2.28297 -2.14468 -2.32883 -0.190
C 0.65716 -3.79793 -1.55817 -0.240
C 1.29298 -4.77083 -2.32664 -0.190
C 2.41691 -4.43812 -3.09688 -0.238
H 3.78747 -2.86514 -3.69146 0.218
H 2.64001 -1.11327 -2.29589 0.213
H -0.21964 -4.02796 -0.94826 0.215
H 0.91224 -5.79649 -2.32721 0.216
H 2.91173 -5.20210 -3.69746 0.215
C -0.48529 2.89425 1.16192 0.138
O 0.60325 2.07014 1.13109 -0.903
C -0.09260 4.23747 0.51880 -0.628
H -0.75369 5.04858 0.84524 0.193
H -0.12119 4.19212 -0.56987 0.182
H 0.92972 4.51624 0.81391 0.218
C -1.10121 3.15984 2.54542 -0.657
H -0.31943 3.30202 3.30710 0.203
H -1.76455 2.33715 2.83522 0.228
H -1.70434 4.07882 2.50475 0.198
S -2.16677 -1.82053 0.70016 0.022
C -2.46157 -0.26658 1.42152 -0.067
N -2.88629 0.68272 2.00643 -0.287